# 1
This record from the OMol25 dataset describes 9 unconnected molecules or ions with the total composition C13H31Cl8N5O10 at a distorted geometry. The level of theory is ωB97M-V/def2-TZVPD.

Each line ends with the natural charge from an NBO analysis.
Geometry (Å):
C -0.313 1.272 -5.796  -0.4922
N 0.691 1.746 -4.771  0.5469
O 0.393 1.478 -3.626  -0.4097
O 1.642 2.386 -5.125  -0.3502
H -1.138 1.954 -5.580  0.2347
H -0.672 0.260 -5.669  0.2413
H 0.030 1.520 -6.796  0.2323
C -4.533 0.136 1.500  -0.4962
N -4.841 -1.031 0.608  0.5406
O -4.088 -1.981 0.618  -0.3931
O -5.819 -0.946 -0.094  -0.3845
H -3.591 -0.035 2.003  0.2626
H -5.427 0.198 2.116  0.2296
H -4.549 0.959 0.791  0.2298
C 1.203 3.558 -1.279  -0.5009
N 1.314 3.116 0.142  0.5380
O 2.105 2.230 0.394  -0.3838
O 0.807 3.861 0.975  -0.3843
H 1.876 2.925 -1.851  0.2415
H 1.652 4.551 -1.286  0.2374
H 0.261 3.603 -1.814  0.2511
C -0.813 -4.852 -2.482  -0.4975
N 0.343 -5.772 -2.516  0.5321
O 0.555 -6.416 -1.499  -0.3894
O 0.977 -5.890 -3.531  -0.3592
H -0.507 -3.980 -3.058  0.2316
H -1.180 -4.558 -1.507  0.2439
H -1.655 -5.273 -3.030  0.2382
C -0.081 1.262 3.895  -0.4948
N -0.787 0.360 2.976  0.5421
O -0.202 -0.657 2.658  -0.3644
O -1.906 0.661 2.592  -0.3992
H 0.755 1.645 3.308  0.2470
H 0.302 0.697 4.741  0.2450
H -0.649 2.095 4.293  0.2359
Cl -2.855 5.829 -1.252  -0.0527
C -2.750 4.655 0.085  -0.3943
C -2.789 5.310 1.457  -0.3731
Cl -1.338 6.357 1.660  -0.0696
H -1.813 4.110 0.016  0.2256
H -3.596 3.970 0.036  0.2199
H -2.798 4.566 2.251  0.2224
H -3.635 5.975 1.612  0.2222
Cl -1.607 1.422 -0.289  -0.0689
C -1.176 -0.274 -0.534  -0.4068
C 0.315 -0.541 -0.425  -0.3895
Cl 0.504 -2.284 -0.589  -0.0581
H -1.486 -0.602 -1.530  0.2192
H -1.775 -0.919 0.110  0.2434
H 0.746 -0.229 0.522  0.2281
H 0.833 -0.044 -1.243  0.2311
Cl 4.649 -4.751 0.250  -0.0434
C 3.020 -4.278 0.741  -0.4046
C 2.378 -5.206 1.749  -0.3797
Cl 3.197 -5.114 3.330  -0.0788
H 2.314 -4.334 -0.091  0.2189
H 3.003 -3.243 1.071  0.2305
H 2.439 -6.260 1.485  0.2272
H 1.319 -4.988 1.882  0.2253
Cl 2.915 -1.338 3.284  -0.0497
C 3.271 0.124 2.369  -0.4097
C 4.556 -0.008 1.553  -0.3783
Cl 4.097 -0.085 -0.189  -0.0704
H 3.259 0.914 3.120  0.2162
H 2.423 0.323 1.721  0.2314
H 5.001 -0.965 1.797  0.2386
H 5.222 0.828 1.739  0.2257

Forces on atoms 1 to 3 (eV/Å):
-0.3 1.5 -0.2
-0.9 -1.1 -0.3
0.2 0.0 0.5

E_LUMO = -0.36 eV
orbital gap = 9.88 eV
HOMO level = -10.2332 eV
energy relative to the best compared isomer or geometry (same formula, charge and spin) = 0.0 kJ/mol
SMILES string = C[N+](=O)[O-].C[N+](=O)[O-].C[N+](=O)[O-].C[N+](=O)[O-].C[N+](=O)[O-].ClCCCl.ClCCCl.ClCCCl.ClCCCl
strongest force on any atom = 0.0345 Eh/bohr

=====

# 2
This record from the OMol25 dataset describes a gas-phase ion, C3H10N4S (charge +2) at a distorted geometry. The level of theory is ωB97M-V/def2-TZVPD.

Each line ends with the natural charge from an NBO analysis.
Geometry (Å):
C -0.603 -0.166 0.255  0.2582
C -1.823 1.690 -0.486  -0.4427
C 1.116 -2.021 -0.097  -0.4456
N 0.368 1.783 0.578  -0.1594
N -0.659 1.221 0.185  -0.0209
N 0.682 -0.697 0.248  -0.0682
N 1.719 0.187 0.410  -0.4498
S -1.955 -1.290 0.171  0.2742
H -2.554 1.116 0.034  0.2553
H -1.938 2.795 -0.469  0.2886
H -1.713 1.437 -1.512  0.2701
H 2.120 -2.121 0.222  0.2620
H 1.122 -2.053 -1.099  0.2497
H 0.548 -2.813 0.384  0.2814
H 0.392 2.739 0.406  0.4029
H 2.517 -0.273 0.036  0.4109
H 1.866 0.641 1.287  0.4463
H -1.205 -2.175 -0.553  0.1869

Forces on atoms 1 to 3 (eV/Å):
2.4 -3.8 0.0
-0.6 2.3 -0.4
-0.5 -0.8 2.7

E_LUMO (alpha / beta) = -10.80 / -10.80 eV
orbital gap (alpha / beta) = 7.92 / 7.92 eV
HOMO level (alpha / beta) = -18.7270 / -18.7259 eV
net charge = +2
energy relative to the best compared isomer or geometry (same formula, charge and spin) = 278.5 kJ/mol
strongest force on any atom = 0.0937 Eh/bohr

=====

# 3
This record from the OMol25 dataset describes 5 unconnected molecules or ions with the total composition C32H43F2N3O15S2 at a distorted geometry. The level of theory is ωB97M-V/def2-TZVPD.

Each line ends with the Löwdin charge.
Geometry (Å):
C -5.096 0.093 4.747  -0.1749
C -4.323 -0.661 3.596  -0.5446
S -5.099 -0.468 1.936  0.8523
C -4.003 -1.261 0.634  -0.3843
C -2.525 -1.121 1.111  -0.1842
C -1.963 -2.296 1.788  0.0425
C -0.571 -2.298 2.340  -0.3100
N 0.129 -3.265 3.009  -0.2468
S 1.644 -2.637 3.386  0.9775
N 1.453 -1.120 2.738  -0.2433
C 0.219 -1.004 2.152  -0.2401
C -0.301 0.201 1.431  -0.0903
N 0.416 1.463 1.229  0.1098
C 0.169 2.302 2.387  -0.4114
O -0.331 1.823 3.360  0.1866
F 0.427 3.651 2.419  0.1112
C 1.831 1.285 0.979  -0.4183
O 2.602 1.427 1.884  0.1752
F 2.357 0.919 -0.229  0.1124
C -1.677 0.134 0.910  -0.0336
C -2.370 1.316 0.140  -0.1303
C -2.425 1.074 -1.443  -0.1699
C -1.273 1.881 -2.210  -0.1826
C -0.438 0.991 -3.231  -0.1726
C 1.119 1.147 -2.967  -0.2120
C 1.972 1.571 -4.227  -0.2006
C 3.389 2.128 -3.745  -0.1626
C 3.313 3.634 -3.253  -0.2229
O 4.039 3.826 -2.013  -0.2149
C 3.386 4.789 -1.182  -0.1375
H -6.068 -0.404 5.037  0.0757
H -4.457 0.051 5.685  0.0788
H -5.234 1.198 4.544  0.0765
H -4.306 -1.756 3.885  0.0769
H -3.270 -0.245 3.586  0.0746
H -4.208 -0.786 -0.360  0.0869
H -4.340 -2.334 0.589  0.0520
H -2.602 -3.214 1.889  0.1143
H -3.412 1.398 0.564  0.0928
H -1.836 2.272 0.405  0.1060
H -2.443 -0.017 -1.709  0.1021
H -3.402 1.508 -1.821  0.1129
H -1.752 2.750 -2.759  0.1122
H -0.630 2.336 -1.398  0.0862
H -0.720 1.150 -4.309  0.1117
H -0.691 -0.088 -2.992  0.1006
H 1.323 1.892 -2.142  0.0848
H 1.523 0.150 -2.613  0.0997
H 1.452 2.266 -4.939  0.1102
H 2.208 0.628 -4.811  0.1125
H 3.738 1.498 -2.882  0.1125
H 4.170 2.059 -4.546  0.1066
H 3.863 4.255 -4.027  0.1255
H 2.253 4.007 -3.197  0.1139
H 2.263 4.630 -1.156  0.0822
H 3.609 5.861 -1.486  0.0964
H 3.734 4.667 -0.113  0.0914
O -6.721 -2.782 0.730  0.1275
C -6.423 -3.823 1.223  -0.5572
O -7.232 -4.547 2.042  0.0705
C -6.615 -5.816 2.235  -0.1256
C -5.164 -5.529 1.965  -0.1279
O -5.222 -4.445 1.042  0.0317
H -6.786 -6.181 3.248  0.1359
H -7.041 -6.528 1.524  0.1359
H -4.627 -5.204 2.860  0.1331
H -4.643 -6.382 1.530  0.1363
O 1.839 -4.139 -3.527  0.1588
C 2.062 -3.681 -2.449  -0.5521
O 1.509 -2.536 -1.971  0.0599
C 1.842 -2.452 -0.588  -0.1284
C 3.082 -3.292 -0.489  -0.1111
O 2.906 -4.240 -1.540  0.0533
H 2.015 -1.417 -0.294  0.1093
H 1.013 -2.855 0.000  0.1253
H 3.994 -2.720 -0.677  0.1375
H 3.172 -3.792 0.475  0.1283
O -1.268 9.924 1.523  0.1657
C -0.899 8.916 2.037  -0.5557
O -0.423 8.830 3.309  0.0622
C -0.306 7.446 3.624  -0.1285
C -0.182 6.804 2.272  -0.1386
O -0.898 7.699 1.427  0.0624
H 0.563 7.263 4.255  0.1351
H -1.205 7.128 4.158  0.1352
H 0.855 6.747 1.929  0.1351
H -0.619 5.807 2.242  0.1143
O 6.949 -2.537 -2.013  0.1597
C 6.732 -3.609 -2.484  -0.5572
O 7.035 -3.963 -3.763  0.0657
C 6.834 -5.370 -3.871  -0.1272
C 5.854 -5.652 -2.769  -0.1283
O 6.146 -4.637 -1.814  0.0521
H 6.446 -5.632 -4.854  0.1355
H 7.791 -5.877 -3.721  0.1332
H 4.816 -5.542 -3.094  0.1271
H 5.987 -6.643 -2.336  0.1355

Forces on atoms 1 to 3 (eV/Å):
0.1 0.2 0.4
0.8 -0.3 0.9
-0.2 0.7 0.0

E_LUMO = -1.57 eV
orbital gap = 7.12 eV
HOMO level = -8.6863 eV
energy relative to the best compared isomer or geometry (same formula, charge and spin) = 0.0 kJ/mol
SMILES string = CCSCc1cc2nsnc2c(N(C(=O)F)C(=O)F)c1CCCCCCCCOC.O=C1OCCO1.O=C1OCCO1.O=C1OCCO1.O=C1OCCO1
strongest force on any atom = 0.0871 Eh/bohr